Record 1
{"formula": "C2H6BClHgO3P", "method": "ωB97M-V with the def2-TZVPD basis set", "charge": 1, "fmax_ev_per_a": 1.97, "homo_lumo_gap_ha": 0.215, "symbols": ["O", "P", "Cl", "B", "O", "C", "C", "O", "H", "H", "H", "H", "H", "H", "Hg"], "xyz": [[2.777, -0.318, 0.994], [2.064, -0.463, -0.423], [2.978, 0.880, -1.572], [0.143, 0.250, -0.162], [-0.592, -0.102, -1.279], [-1.501, -1.107, -0.733], [-1.834, -0.404, 0.554], [-0.477, -0.142, 1.012], [3.360, 0.454, 1.110], [0.270, 1.665, -0.149], [-2.292, -1.423, -1.396], [-0.830, -1.931, -0.476], [-2.230, 0.575, 0.278], [-2.494, -0.871, 1.271], [0.661, 2.935, 0.971]], "forces_ev_per_a": [[0.05, 0.54, -0.10], [0.08, 0.01, 0.27], [0.20, 0.31, -0.21], [-1.74, -0.87, -0.33], [0.29, -0.08, -0.21], [0.42, 0.10, 0.47], [-0.13, 0.20, -0.50], [0.17, 0.47, 0.26], [0.00, -0.25, 0.12], [1.05, -0.83, -0.30], [-0.08, 0.36, -0.30], [-0.41, -0.54, -0.17], [-0.47, 0.00, 0.19], [0.40, -0.36, 0.32], [0.16, 0.96, 0.49]]}



Record 2
{"formula": "C5H10O2", "method": "ωB97M-V with the def2-TZVPD basis set", "de_lowest_ev": 3.9942, "smiles": "C[C@@H](O)[C@H]1CCO1", "fmax_ev_per_a": 3.65, "homo_lumo_gap_ha": 0.357, "symbols": ["C", "C", "O", "C", "C", "C", "O", "H", "H", "H", "H", "H", "H", "H", "H", "H", "H"], "xyz": [[-2.209, -0.536, 0.363], [-1.201, 0.370, -0.313], [-0.842, 1.498, 0.393], [0.340, -0.680, -0.337], [1.511, 0.162, -0.774], [2.012, 0.000, 0.663], [0.812, -0.720, 1.010], [-3.189, -0.092, 0.574], [-2.357, -1.402, -0.295], [-1.769, -0.869, 1.308], [-1.439, 0.646, -1.361], [0.074, 1.761, -0.061], [0.096, -1.666, -0.765], [2.126, -0.075, -1.660], [1.054, 1.324, -0.751], [2.107, 0.955, 1.198], [2.904, -0.615, 0.827]], "forces_ev_per_a": [[0.16, 0.18, 0.02], [2.37, -2.28, -0.59], [2.08, 0.84, -0.88], [-2.84, 1.64, 0.03], [-0.88, 2.61, 0.06], [0.20, -0.06, 0.04], [0.01, -0.24, 0.03], [0.26, 0.13, -0.14], [-0.04, 0.13, 0.23], [-0.16, -0.03, -0.08], [0.01, -0.44, 0.29], [-2.96, -0.18, 1.71], [0.25, 0.40, 0.09], [-0.43, 0.36, 0.53], [2.04, -2.73, -1.32], [0.02, -0.39, 0.08], [-0.10, 0.06, -0.11]]}



Record 3
{"formula": "C60H156N12O14", "method": "ωB97M-V with the def2-TZVPD basis set", "de_lowest_ev": 1.1951, "fmax_ev_per_a": 3.16, "homo_lumo_gap_ha": 0.302, "symbols": ["C", "C", "C", "C", "C", "C", "N", "O", "C", "C", "C", "H", "H", "H", "H", "H", "H", "H", "H", "H", "H", "H", "H", "H", "H", "H", "H", "H", "H", "H", "C", "C", "C", "C", "C", "C", "N", "O", "C", "C", "C", "H", "H", "H", "H", "H", "H", "H", "H", "H", "H", "H", "H", "H", "H", "H", "H", "H", "H", "H", "C", "O", "H", "H", "H", "H", "C", "O", "H", "H", "H", "H", "C", "C", "C", "O", "C", "N", "H", "H", "H", "H", "H", "H", "H", "H", "H", "H", "H", "C", "C", "C", "O", "C", "N", "H", "H", "H", "H", "H", "H", "H", "H", "H", "H", "H", "C", "C", "C", "O", "C", "N", "H", "H", "H", "H", "H", "H", "H", "H", "H", "H", "H", "C", "C", "C", "O", "C", "N", "H", "H", "H", "H", "H", "H", "H", "H", "H", "H", "H", "C", "C", "C", "O", "C", "N", "H", "H", "H", "H", "H", "H", "H", "H", "H", "H", "H", "C", "C", "C", "O", "C", "N", "H", "H", "H", "H", "H", "H", "H", "H", "H", "H", "H", "C", "C", "C", "O", "C", "N", "H", "H", "H", "H", "H", "H", "H", "H", "H", "H", "H", "C", "C", "C", "O", "C", "N", "H", "H", "H", "H", "H", "H", "H", "H", "H", "H", "H", "C", "C", "C", "O", "C", "N", "H", "H", "H", "H", "H", "H", "H", "H", "H", "H", "H", "C", "C", "C", "O", "C", "N", "H", "H", "H", "H", "H", "H", "H", "H", "H", "H", "H"], "xyz": [[-29.267, 27.498, -26.937], [-29.250, 26.326, -27.984], [-29.738, 25.107, -27.211], [-31.249, 24.996, -26.995], [-31.947, 25.214, -28.349], [-31.556, 26.456, -29.173], [-30.115, 26.605, -29.127], [-29.624, 27.666, -29.905], [-31.996, 26.210, -30.627], [-32.379, 27.666, -28.622], [-27.807, 26.077, -28.434], [-29.128, 28.496, -27.360], [-28.375, 27.339, -26.330], [-30.234, 27.630, -26.447], [-29.492, 24.191, -27.755], [-29.233, 25.134, -26.243], [-31.581, 25.754, -26.283], [-31.518, 24.050, -26.522], [-33.008, 25.251, -28.092], [-31.735, 24.325, -28.948], [-33.061, 26.163, -30.834], [-31.493, 26.909, -31.299], [-31.468, 25.283, -30.878], [-33.398, 27.557, -29.001], [-32.501, 27.658, -27.538], [-32.007, 28.580, -29.090], [-27.837, 25.222, -29.119], [-27.167, 25.628, -27.669], [-27.365, 26.976, -28.850], [-29.977, 28.448, -29.446], [-29.744, 20.395, -25.819], [-28.685, 20.001, -24.774], [-27.688, 18.954, -25.327], [-26.635, 19.450, -26.303], [-25.898, 20.661, -25.677], [-26.821, 21.765, -25.114], [-27.928, 21.165, -24.333], [-28.705, 22.128, -23.668], [-25.998, 22.580, -24.115], [-27.334, 22.661, -26.276], [-29.356, 19.374, -23.540], [-30.293, 19.588, -26.307], [-29.379, 21.033, -26.624], [-30.467, 21.024, -25.293], [-27.152, 18.572, -24.451], [-28.259, 18.108, -25.715], [-27.167, 19.637, -27.240], [-25.883, 18.684, -26.495], [-25.505, 21.094, -26.602], [-25.099, 20.354, -25.008], [-26.513, 23.313, -23.482], [-25.495, 21.955, -23.374], [-25.266, 23.266, -24.553], [-28.156, 23.308, -25.976], [-26.485, 23.222, -26.667], [-27.703, 22.017, -27.075], [-30.361, 19.785, -23.388], [-28.853, 19.458, -22.579], [-29.673, 18.330, -23.647], [-28.252, 22.259, -22.829], [-35.035, 28.453, -31.576], [-34.589, 27.169, -32.009], [-35.154, 28.386, -30.495], [-34.276, 29.208, -31.826], [-35.906, 28.932, -32.033], [-34.863, 27.195, -32.941], [-24.709, 25.726, -29.971], [-23.780, 26.018, -28.963], [-24.282, 25.032, -30.700], [-25.656, 25.328, -29.587], [-25.050, 26.602, -30.525], [-23.466, 25.192, -28.553], [-33.409, 26.245, -24.441], [-33.247, 25.810, -22.993], [-31.942, 25.048, -22.632], [-32.028, 24.509, -21.333], [-31.156, 25.029, -20.371], [-33.344, 26.957, -22.065], [-33.346, 25.345, -25.049], [-32.646, 26.989, -24.692], [-34.349, 26.762, -24.628], [-33.999, 25.054, -22.742], [-31.010, 25.612, -22.752], [-31.852, 24.219, -23.348], [-31.096, 26.127, -20.341], [-30.084, 24.818, -20.488], [-31.472, 24.693, -19.386], [-32.878, 27.761, -22.487], [-32.698, 26.796, -21.303], [-36.963, 28.290, -24.127], [-37.386, 29.467, -24.972], [-37.121, 29.134, -26.491], [-35.789, 28.905, -26.843], [-34.957, 30.042, -26.885], [-38.809, 29.755, -24.821], [-37.562, 27.449, -24.489], [-37.234, 28.465, -23.085], [-35.911, 28.031, -24.234], [-36.809, 30.376, -24.793], [-37.584, 29.896, -27.131], [-37.635, 28.198, -26.729], [-33.951, 29.721, -27.149], [-34.904, 30.588, -25.938], [-35.334, 30.722, -27.656], [-39.426, 28.949, -24.837], [-38.902, 30.057, -23.853], [-27.414, 30.456, -26.644], [-26.920, 31.762, -26.102], [-27.799, 32.955, -26.500], [-27.301, 34.221, -26.153], [-27.722, 35.292, -26.940], [-26.807, 31.573, -24.646], [-27.306, 30.423, -27.727], [-28.413, 30.174, -26.305], [-26.801, 29.617, -26.300], [-25.981, 31.950, -26.642], [-28.771, 32.900, -25.990], [-27.945, 32.841, -27.581], [-28.790, 35.531, -26.907], [-27.494, 35.094, -27.998], [-27.124, 36.179, -26.738], [-27.350, 30.750, -24.407], [-27.358, 32.296, -24.186], [-32.103, 35.184, -25.872], [-32.074, 34.365, -27.185], [-32.265, 32.864, -26.896], [-31.223, 32.494, -26.015], [-31.240, 31.160, -25.558], [-33.131, 34.897, -28.017], [-31.171, 35.056, -25.314], [-33.019, 34.993, -25.311], [-32.073, 36.260, -26.071], [-31.073, 34.540, -27.584], [-32.255, 32.375, -27.875], [-33.254, 32.768, -26.429], [-32.163, 30.932, -25.011], [-30.451, 31.169, -24.801], [-31.018, 30.294, -26.192], [-34.032, 34.888, -27.555], [-32.923, 35.872, -28.191], [-25.506, 22.043, -29.442], [-26.164, 21.206, -30.499], [-27.689, 21.171, -30.309], [-28.171, 22.502, -30.593], [-29.474, 22.657, -29.971], [-25.849, 21.688, -31.836], [-24.412, 22.049, -29.494], [-25.837, 22.088, -28.413], [-25.616, 23.060, -29.859], [-25.822, 20.184, -30.291], [-27.900, 20.887, -29.274], [-28.156, 20.494, -31.026], [-29.926, 23.632, -30.114], [-29.355, 22.313, -28.941], [-30.072, 21.877, -30.454], [-26.152, 22.652, -31.905], [-26.333, 21.124, -32.520], [-29.069, 25.477, -32.357], [-28.240, 26.608, -33.005], [-28.746, 27.125, -34.333], [-28.773, 26.038, -35.269], [-29.419, 26.396, -36.464], [-28.055, 27.773, -32.138], [-29.998, 25.807, -31.890], [-28.456, 25.109, -31.527], [-29.205, 24.629, -33.027], [-27.284, 26.103, -33.180], [-28.135, 27.869, -34.852], [-29.749, 27.534, -34.153], [-28.906, 27.215, -36.978], [-30.499, 26.557, -36.422], [-29.348, 25.523, -37.119], [-27.923, 27.384, -31.208], [-28.864, 28.381, -32.096], [-23.301, 23.900, -25.941], [-22.153, 23.706, -26.914], [-21.180, 22.574, -26.478], [-21.658, 21.349, -26.971], [-20.767, 20.268, -26.837], [-22.709, 23.447, -28.279], [-24.202, 24.368, -26.334], [-22.958, 24.514, -25.106], [-23.621, 22.931, -25.542], [-21.542, 24.610, -26.981], [-21.081, 22.640, -25.390], [-20.230, 22.838, -26.958], [-21.166, 19.510, -27.511], [-20.782, 19.835, -25.829], [-19.729, 20.531, -27.058], [-21.884, 23.096, -28.775], [-23.144, 22.531, -28.139], [-30.119, 32.685, -29.787], [-29.690, 31.248, -30.067], [-28.309, 31.262, -30.728], [-27.361, 31.837, -29.853], [-26.029, 31.390, -29.971], [-29.653, 30.592, -28.734], [-29.802, 33.428, -30.530], [-29.749, 33.128, -28.863], [-31.199, 32.854, -29.825], [-30.399, 30.723, -30.712], [-28.394, 31.906, -31.607], [-28.021, 30.251, -31.034], [-25.413, 31.942, -29.260], [-25.567, 31.411, -30.958], [-26.016, 30.381, -29.539], [-30.420, 31.039, -28.238], [-28.839, 31.102, -28.403], [-24.713, 28.775, -21.206], [-24.229, 28.709, -22.623], [-24.306, 27.199, -23.096], [-25.586, 26.874, -23.616], [-25.766, 25.588, -24.165], [-25.111, 29.516, -23.529], [-24.803, 29.794, -20.833], [-24.073, 28.220, -20.511], [-25.668, 28.250, -21.109], [-23.181, 28.981, -22.756], [-23.976, 26.459, -22.358], [-23.633, 27.014, -23.949], [-25.345, 25.734, -25.168], [-26.782, 25.207, -24.263], [-25.225, 24.805, -23.624], [-25.447, 28.786, -24.151], [-26.048, 29.627, -23.143], [-32.386, 26.711, -34.412], [-33.640, 25.936, -34.888], [-34.004, 24.671, -34.143], [-33.106, 23.632, -34.459], [-33.132, 22.530, -33.613], [-34.758, 26.916, -34.942], [-32.046, 27.461, -35.124], [-31.626, 25.953, -34.208], [-32.581, 27.274, -33.498], [-33.330, 25.645, -35.898], [-35.007, 24.299, -34.394], [-34.019, 24.849, -33.060], [-34.062, 21.961, -33.740], [-32.936, 22.766, -32.561], [-32.348, 21.809, -33.852], [-34.783, 27.265, -35.898], [-35.659, 26.435, -34.935]], "forces_ev_per_a": [[0.42, 0.41, -1.06], [-0.72, 1.31, 1.32], [-0.62, -0.82, 0.01], [0.52, 1.54, -0.40], [0.00, -0.69, 0.79], [-1.21, 0.35, 0.93], [0.72, -1.53, -0.68], [-0.88, 0.25, 0.78], [1.55, -0.50, 0.05], [-0.12, -0.60, -0.74], [-0.57, -0.91, -0.23], [0.23, -0.26, -0.62], [-0.47, 0.04, 0.77], [0.19, -0.63, 0.57], [0.52, 0.07, 0.08], [0.16, -0.26, -0.10], [0.06, 0.13, -0.08], [0.03, -0.19, -0.29], [-0.19, -0.03, -0.66], [-0.25, -0.04, -0.12], [0.12, 0.00, 0.30], [-0.51, 0.45, 0.15], [-0.65, -0.25, -0.17], [-0.02, -0.04, -0.03], [0.55, 0.43, 0.07], [0.06, 0.30, 0.58], [-0.03, 0.47, -0.65], [-0.15, 0.66, 0.57], [0.20, -0.14, -0.16], [0.54, 0.54, -0.06], [-0.59, 0.57, 0.10], [0.17, -0.26, -0.40], [0.39, -0.35, 0.86], [-0.70, 0.10, 1.02], [-1.12, 0.19, -2.04], [-0.67, 0.20, 0.42], [1.65, -0.80, 0.50], [-0.49, 0.22, -0.46], [0.35, 0.81, 0.73], [0.34, -0.66, 0.36], [-1.80, -0.20, 0.12], [0.13, -0.30, 0.32], [0.36, -0.18, 0.05], [-0.15, -0.07, -0.09], [-0.04, -0.07, 0.07], [-0.08, 0.09, -0.11], [0.43, 0.54, -0.17], [-0.15, -0.15, -0.09], [0.94, 0.34, 0.51], [-0.10, -0.02, 0.15], [-0.79, -0.55, -0.35], [0.15, -0.32, -0.29], [-0.06, -0.93, -0.43], [0.22, 0.06, 0.16], [-0.17, 0.30, -0.05], [0.05, 0.10, -0.12], [0.25, 0.63, 0.08], [0.50, 0.16, -0.29], [0.75, -0.20, -0.47], [-0.11, -0.15, 0.06], [1.09, 0.75, 0.59], [-1.46, 0.81, -0.71], [-0.13, 0.30, -0.03], [0.31, -0.13, 0.42], [-0.50, -1.01, -0.10], [0.49, -0.50, -0.25], [-0.48, -0.47, -0.30], [-0.02, 0.77, 0.39], [-0.13, -0.13, -0.07], [0.26, -0.36, 0.12], [0.59, 0.41, 0.18], [-0.18, -0.14, -0.58], [0.28, -0.10, 0.59], [0.95, 0.18, 1.19], [-0.03, -0.43, -1.56], [-0.07, -0.05, 0.24], [0.73, 0.87, 0.38], [0.12, 0.45, -0.24], [0.05, 0.27, -0.39], [0.28, -0.29, -0.21], [-0.19, -0.31, 0.18], [-0.35, 0.34, 0.04], [-0.20, 0.44, 0.03], [0.06, -0.17, 0.18], [-0.62, 0.10, -0.06], [-0.13, -0.82, -0.36], [-0.08, -0.14, -0.07], [-0.39, 0.00, -0.41], [-0.44, -0.34, 0.48], [-0.15, -0.06, 0.00], [0.25, -0.77, -2.06], [-0.87, 0.04, 0.58], [0.74, -0.31, 0.34], [-0.36, 0.18, -0.25], [-0.08, 0.89, 0.84], [0.12, -0.19, 0.16], [0.28, -0.09, 0.08], [-0.01, 0.11, 0.17], [-0.21, 0.08, 0.47], [0.12, 0.24, 0.14], [-0.06, -0.03, 0.10], [-0.04, -0.11, -0.04], [-0.07, -0.08, 0.10], [0.14, 0.19, 0.00], [0.45, -0.38, -0.44], [-0.26, 0.34, -0.17], [0.13, -0.86, -0.58], [-0.04, 0.55, 0.43], [-1.13, -0.64, -0.02], [1.11, 0.16, 0.56], [0.34, -0.05, -1.39], [-0.55, 0.94, 0.09], [-0.34, -0.11, 0.01], [-0.19, 0.41, -0.28], [0.33, 0.28, 0.21], [0.44, 0.03, 0.79], [-0.18, -0.50, -0.31], [-0.02, 0.42, -0.10], [-0.10, -0.11, 0.44], [-0.16, -0.20, -0.08], [-0.13, -0.05, 0.61], [0.23, -0.24, -0.10], [0.46, 0.32, -0.01], [1.03, 0.11, -0.03], [-0.37, 0.83, 2.04], [0.12, 1.46, -0.26], [-0.30, -0.64, -1.09], [0.26, 0.03, 1.77], [0.09, -0.31, -1.34], [-0.41, -0.51, 0.49], [0.21, -0.19, 0.28], [-0.27, -0.04, -0.42], [-0.23, -0.18, -0.64], [0.05, -0.52, 0.20], [-0.01, -0.39, 0.06], [-0.18, 0.09, -0.19], [0.00, -0.25, 0.02], [-0.07, 0.57, -0.87], [0.08, -0.17, 0.20], [-0.09, -0.01, -0.18], [1.13, 2.63, -1.33], [-1.06, -1.12, 0.64], [0.59, 1.29, -0.28], [-0.59, 0.04, 1.02], [1.03, -1.86, -0.94], [0.91, -0.46, 0.45], [-0.17, -0.93, 0.08], [-0.34, -0.56, -0.10], [-0.42, 0.16, 0.68], [0.01, -0.17, -0.81], [-0.32, -0.09, 0.02], [-0.08, -0.32, 0.12], [0.43, 0.21, 0.05], [-0.35, 0.63, 0.34], [-0.62, 0.26, 0.06], [-0.18, -0.03, -0.17], [-0.05, 0.17, -0.15], [0.31, 0.37, 0.20], [0.02, 0.00, -0.19], [-0.24, -0.93, -0.71], [-0.91, 0.22, 0.42], [0.33, -1.02, -0.88], [1.04, -0.61, -0.01], [0.22, 0.01, -0.57], [-0.03, -0.06, 0.03], [-0.19, 0.09, -0.14], [0.33, 0.52, -0.09], [0.22, 0.43, 0.80], [-0.12, 0.03, -0.28], [-0.14, 0.23, 0.14], [0.07, 0.45, 0.59], [0.26, 0.02, -0.02], [-0.14, 0.57, 0.02], [-0.23, -0.42, -0.02], [0.24, -0.32, 0.58], [-0.32, -0.10, -0.53], [-0.42, 1.17, -0.57], [0.03, 0.28, 0.41], [-0.37, -0.48, 0.25], [1.13, -1.08, 1.04], [0.24, 0.16, -0.45], [-0.12, -0.09, 0.12], [0.18, 0.04, -0.08], [-0.15, 0.11, 0.07], [0.15, -0.44, 0.08], [0.29, -0.37, 0.17], [0.41, -0.07, -0.08], [-0.04, 0.18, 0.09], [-0.07, 0.07, -0.29], [-0.12, 0.57, -0.60], [-0.55, 0.33, -0.13], [-0.73, 1.65, -1.27], [0.03, 0.76, 0.61], [-0.20, -0.35, -0.19], [-0.24, 0.68, 0.05], [0.05, -0.96, 1.25], [0.17, 0.21, -1.00], [0.32, -0.37, -0.28], [0.11, -0.53, 0.23], [-0.11, -0.45, 0.37], [0.06, 0.15, -0.18], [0.05, -0.22, -0.27], [0.17, 0.00, 0.06], [-0.14, 0.47, -0.25], [-0.37, 0.10, -0.17], [0.32, -0.28, -0.61], [-0.04, -0.32, 0.26], [-0.01, -0.54, 0.80], [0.10, -0.26, 1.00], [-1.48, -1.51, -0.90], [0.65, -0.42, -1.28], [-1.63, 0.52, 1.66], [1.57, 0.57, -0.71], [0.36, -1.18, 0.10], [-0.08, 0.03, -0.08], [0.29, 0.19, -0.14], [-0.19, 0.32, -0.21], [-0.12, 0.35, 0.15], [-0.26, 0.25, 0.45], [0.36, 0.44, 0.09], [-0.08, -0.94, -0.17], [-0.32, 0.87, 0.30], [0.23, 0.59, 0.10], [0.48, 0.18, -1.11], [0.47, 0.67, 1.07], [-0.54, -0.74, 0.96], [0.87, 1.12, -0.87], [-0.20, -0.47, 0.87], [1.00, 0.57, -0.51], [-0.07, -0.90, 0.38], [-0.73, -0.68, -0.52], [-0.04, -0.30, -0.35], [0.36, 0.30, -0.12], [-0.11, -0.27, 0.14], [-0.50, -0.37, -0.13], [-0.22, 0.41, -0.21], [0.13, 0.07, 0.06], [-0.21, 0.18, 0.35], [-0.41, 0.32, 0.05], [0.17, 0.39, -0.52], [0.29, 0.54, 0.22], [0.14, -0.25, 0.31]]}